67
Properties=species:S:1:pos:R:3:nbo_charge:R:1 method="wB97M-V/def2-TZVPD" energy_ev=-121899.053 charge=+1 homo_lumo_gap_ev=9.2 homo_energy_ev=-11.93
O -1.493 0.515 -0.590 -0.49
C -1.536 0.109 0.528 0.51
Br -2.290 1.266 1.894 0.03
C -0.969 -1.290 0.884 -0.54
C 0.393 -1.375 0.218 0.15
C 0.667 -1.592 -1.075 -0.03
N 2.057 -1.524 -1.128 -0.43
C 2.546 -1.294 0.047 0.27
N 1.557 -1.183 0.934 -0.47
H -0.852 -1.418 1.967 0.25
H -1.622 -2.093 0.532 0.28
H -0.038 -1.760 -1.873 0.27
H 2.545 -1.638 -2.013 0.48
H 3.597 -1.168 0.274 0.25
H 1.627 -0.979 1.920 0.46
C -4.038 6.618 1.972 -0.63
C -2.742 6.370 2.710 0.06
C -2.499 4.924 3.057 -0.10
O -1.704 5.020 4.242 -0.49
C -2.017 6.202 4.839 0.97
O -1.689 6.504 5.939 -0.56
O -2.758 6.982 4.009 -0.50
H -4.143 5.943 1.122 0.22
H -4.894 6.496 2.637 0.23
H -4.071 7.642 1.600 0.23
H -1.902 6.787 2.148 0.19
H -1.960 4.391 2.275 0.20
H -3.415 4.375 3.295 0.19
C 6.177 -4.427 -5.474 -0.65
C 4.888 -3.745 -5.088 0.07
C 5.077 -2.421 -4.391 -0.09
O 3.901 -2.347 -3.561 -0.54
C 3.516 -3.628 -3.309 0.98
O 2.693 -3.913 -2.489 -0.62
O 4.169 -4.501 -4.083 -0.47
H 6.840 -3.745 -6.007 0.23
H 6.693 -4.814 -4.593 0.22
H 5.974 -5.282 -6.123 0.27
H 4.239 -3.642 -5.960 0.20
H 5.115 -1.584 -5.083 0.22
H 5.959 -2.392 -3.748 0.19
C -4.509 7.190 6.829 -0.63
C -5.997 7.268 6.587 0.06
C -6.826 7.386 7.840 -0.10
O -8.057 6.765 7.454 -0.49
C -7.766 5.872 6.473 0.97
O -8.519 5.051 6.064 -0.57
O -6.495 6.044 6.021 -0.50
H -4.172 7.986 7.494 0.23
H -4.230 6.226 7.256 0.22
H -3.977 7.284 5.892 0.23
H -6.224 8.080 5.889 0.18
H -6.992 8.420 8.137 0.21
H -6.408 6.836 8.687 0.19
C 2.274 -7.768 -4.665 -0.63
C 3.133 -8.093 -5.865 0.06
C 4.016 -9.302 -5.684 -0.10
O 5.126 -9.001 -6.538 -0.48
C 5.208 -7.654 -6.626 0.98
O 6.129 -7.062 -7.093 -0.58
O 4.102 -7.060 -6.107 -0.50
H 1.737 -8.650 -4.315 0.23
H 2.879 -7.367 -3.850 0.23
H 1.542 -7.002 -4.920 0.22
H 2.512 -8.191 -6.759 0.19
H 3.531 -10.225 -5.993 0.21
H 4.384 -9.419 -4.661 0.19

---

94
Properties=species:S:1:pos:R:3:mulliken_charge:R:1 method="wB97M-V/def2-TZVPD" energy_ev=-137830.431 charge=+2 relative_energy_kj_mol=0.0 homo_lumo_gap_ev=7.2 homo_energy_ev=-13.41
C -4.027 -0.598 1.129 -0.31
C -3.044 -1.603 0.918 -0.05
C -3.488 -2.787 0.268 -0.05
C -4.820 -2.885 -0.142 -0.54
N -5.745 -1.923 0.037 -0.55
C -5.331 -0.812 0.677 -0.32
C -1.682 -1.418 1.283 -0.14
C -0.560 -1.434 1.899 -1.38
C 0.185 -1.780 3.082 2.51
C 1.580 -1.553 3.143 0.25
C 2.325 -1.882 4.279 -0.74
C 1.668 -2.449 5.381 -0.27
C 0.283 -2.688 5.355 -0.56
C -0.448 -2.355 4.213 -0.74
Cd -0.076 -0.524 0.022 1.97
P -1.224 0.100 -1.927 0.57
H -2.786 -3.606 0.086 0.51
H -3.753 0.336 1.627 0.45
H -5.164 -3.796 -0.653 0.40
H -6.092 -0.034 0.835 0.41
H -1.527 -2.537 4.183 0.49
H 2.061 -1.109 2.267 0.10
H -0.212 -3.131 6.223 0.46
H 3.403 -1.702 4.313 0.52
C -0.221 0.878 -3.308 -0.60
C -0.725 0.796 -4.755 -1.29
H 0.775 0.405 -3.228 0.62
H -0.068 1.931 -3.004 0.54
H 0.002 1.266 -5.442 0.44
H -0.850 -0.252 -5.076 0.26
H -1.691 1.308 -4.889 0.24
C -2.095 -1.355 -2.725 0.02
C -3.406 -1.149 -3.494 -1.51
H -2.276 -2.045 -1.882 0.05
H -1.336 -1.844 -3.361 0.47
H -3.793 -2.124 -3.839 0.44
H -4.182 -0.705 -2.848 0.27
H -3.280 -0.506 -4.380 0.28
C -2.589 1.326 -1.565 1.02
C -3.169 2.203 -2.682 -1.52
H -2.175 1.966 -0.767 -0.55
H -3.379 0.726 -1.077 -0.01
H -3.942 2.877 -2.269 0.42
H -2.391 2.839 -3.140 0.33
H -3.639 1.610 -3.481 0.28
Br 2.669 -2.902 6.943 -0.11
P 1.440 -2.248 -0.670 -0.02
C 1.323 -2.756 -2.475 -0.44
C 2.470 -3.510 -3.161 -1.45
H 1.138 -1.809 -3.012 0.28
H 0.378 -3.327 -2.548 0.44
H 2.227 -3.684 -4.226 0.43
H 3.407 -2.928 -3.131 0.31
H 2.664 -4.490 -2.699 0.25
C 3.279 -1.939 -0.419 -0.69
C 4.245 -3.112 -0.206 -1.31
H 3.329 -1.267 0.454 0.51
H 3.588 -1.316 -1.281 0.57
H 5.270 -2.736 -0.029 0.43
H 3.957 -3.707 0.678 0.28
H 4.284 -3.790 -1.073 0.24
C 1.098 -3.826 0.285 -0.25
C 1.436 -5.196 -0.315 -1.39
H 0.017 -3.771 0.507 0.27
H 1.596 -3.689 1.263 0.19
H 1.113 -5.999 0.372 0.44
H 0.913 -5.357 -1.274 0.31
H 2.516 -5.324 -0.492 0.26
C 2.145 5.328 2.733 -0.94
N 1.803 3.949 2.359 0.14
N 1.120 3.563 1.275 0.32
C 0.961 2.196 1.335 -0.04
O 0.402 1.502 0.474 -1.03
C 1.540 1.751 2.495 0.08
C 2.063 2.860 3.112 0.14
C 2.784 2.844 4.428 -1.73
C 0.562 4.456 0.285 -0.01
C 1.293 5.527 -0.263 -0.13
C 0.698 6.394 -1.185 -0.75
C -0.633 6.207 -1.566 -0.58
C -1.368 5.152 -1.025 -0.70
C -0.771 4.287 -0.106 -0.14
H 2.622 5.372 3.733 0.37
H 1.224 5.946 2.771 0.38
H 2.877 5.762 2.031 0.29
H 1.587 0.788 2.889 0.04
H 3.813 3.239 4.296 0.40
H 2.237 3.468 5.165 0.41
H 2.851 1.809 4.825 0.30
H 2.325 5.693 -0.006 0.47
H 1.268 7.213 -1.603 0.42
H -1.095 6.882 -2.274 0.43
H -2.404 5.012 -1.305 0.47
H -1.352 3.506 0.348 0.65

---

24
Properties=species:S:1:pos:R:3:nbo_charge:R:1 method="wB97M-V/def2-TZVPD" energy_ev=-42882.181 charge=+2 relative_energy_kj_mol=6.6 homo_lumo_gap_ev=7.2 homo_energy_ev=-16.33
O -1.639 -1.812 -2.898 -0.55
C -1.813 -0.994 -1.934 0.21
Sc 0.175 -1.284 -2.235 1.68
C 2.106 0.094 -3.115 0.47
O 2.871 0.853 -3.486 -0.30
C -3.292 1.079 -1.004 0.39
O -2.577 1.812 -0.350 -0.46
C -3.001 -0.534 -1.114 0.36
O -3.713 -1.044 -0.294 -0.37
C -0.462 1.111 -2.243 0.48
O -0.596 2.238 -2.190 -0.33
H -4.089 1.424 -1.520 0.17
C 1.425 1.001 1.280 -0.43
N 1.297 -0.366 1.760 -0.31
C 1.666 -0.671 3.130 -0.43
C 0.808 -1.314 0.984 0.56
O 0.392 -1.111 -0.199 -0.79
H 1.855 1.583 2.099 0.25
H 0.443 1.398 1.009 0.24
H 2.081 1.074 0.405 0.22
H 0.783 -0.847 3.746 0.24
H 2.308 -1.550 3.219 0.24
H 2.186 0.179 3.550 0.25
H 0.787 -2.319 1.400 0.20

---

95
Properties=species:S:1:pos:R:3:mulliken_charge:R:1 method="wB97M-V/def2-TZVPD" energy_ev=-109051.280 smiles="CC[C@H](Cl)[C@H]1C[C@](N)(CC(N)(N)N)OC1=O.O=S1(=O)CCCC1.O=S1(=O)CCCC1.O=S1(=O)CCCC1.O=S1(=O)CCCC1" relative_energy_kj_mol=0.0 homo_lumo_gap_ev=9.1 homo_energy_ev=-8.69
C -1.981 2.859 3.813 -1.20
C -1.050 1.708 4.222 -0.37
C 0.034 1.433 3.196 -0.18
Cl -0.758 1.077 1.599 -0.17
C 0.944 0.244 3.482 0.08
C 2.276 0.257 2.730 -1.31
C 3.075 -0.850 3.464 1.45
N 4.492 -0.563 3.573 -0.50
C 2.757 -2.249 2.883 -2.03
C 3.848 -3.049 2.149 1.26
N 4.278 -2.339 0.925 -0.78
N 3.302 -4.349 1.711 -0.83
N 4.964 -3.353 3.013 -0.72
O 2.558 -0.762 4.813 -0.39
C 1.504 0.084 4.889 0.19
O 1.173 0.578 5.928 -0.60
H -2.378 3.358 4.696 0.38
H -2.806 2.517 3.193 0.26
H -1.428 3.610 3.242 0.34
H -1.635 0.794 4.346 0.38
H -0.562 1.944 5.165 0.29
H 0.631 2.326 3.007 0.41
H 0.415 -0.684 3.247 0.38
H 2.192 0.100 1.657 0.35
H 2.777 1.206 2.944 0.50
H 4.560 0.239 4.205 0.15
H 4.853 -0.264 2.672 0.28
H 1.922 -2.139 2.184 0.53
H 2.393 -2.877 3.699 0.28
H 4.209 -2.994 0.153 0.34
H 3.640 -1.583 0.702 0.21
H 3.274 -4.961 2.520 0.25
H 2.344 -4.240 1.387 0.25
H 5.824 -3.282 2.488 0.27
H 5.012 -2.713 3.791 0.34
O 5.275 0.059 7.123 -0.69
S 5.123 1.442 6.762 1.35
O 5.109 1.826 5.363 -0.81
C 3.693 2.119 7.593 -0.60
C 4.250 2.630 8.918 -0.74
C 5.569 3.339 8.578 -0.57
C 6.355 2.415 7.640 -0.80
H 2.945 1.334 7.676 0.36
H 3.311 2.931 6.974 0.38
H 3.545 3.299 9.409 0.38
H 4.437 1.789 9.589 0.32
H 5.355 4.282 8.073 0.29
H 6.148 3.568 9.471 0.34
H 6.953 2.951 6.907 0.36
H 6.980 1.709 8.183 0.36
O -6.651 2.020 -0.253 -0.69
S -5.224 2.184 -0.141 1.11
O -4.639 2.617 1.104 -0.59
C -4.421 0.690 -0.711 -0.60
C -4.230 0.912 -2.208 -0.55
C -3.746 2.360 -2.354 -0.19
C -4.653 3.238 -1.485 -0.79
H -5.054 -0.158 -0.459 0.46
H -3.467 0.619 -0.186 0.17
H -3.518 0.208 -2.632 0.34
H -5.179 0.783 -2.733 0.30
H -2.713 2.436 -2.009 0.31
H -3.772 2.687 -3.393 -0.03
H -4.137 4.089 -1.048 0.37
H -5.539 3.574 -2.020 0.37
O -2.323 0.438 -4.912 -0.64
S -3.348 0.787 -5.868 1.27
O -4.738 0.627 -5.523 -0.71
C -3.048 2.454 -6.452 -0.75
C -2.128 2.265 -7.655 -0.72
C -2.695 1.072 -8.438 -0.81
C -2.988 -0.036 -7.421 -0.30
H -2.612 3.035 -5.642 0.43
H -4.012 2.872 -6.741 0.40
H -2.082 3.166 -8.264 0.41
H -1.116 2.038 -7.313 0.30
H -3.616 1.368 -8.943 0.30
H -1.999 0.721 -9.198 0.37
H -3.851 -0.642 -7.691 0.43
H -2.122 -0.676 -7.257 0.02
O 0.138 -4.842 -7.301 -0.67
S -0.925 -3.872 -7.258 1.12
O -0.764 -2.584 -7.890 -0.63
C -2.437 -4.644 -7.829 -0.68
C -3.057 -5.227 -6.563 -0.63
C -2.894 -4.150 -5.481 -0.47
C -1.448 -3.647 -5.549 -0.60
H -2.183 -5.380 -8.588 0.42
H -3.061 -3.860 -8.257 0.32
H -4.102 -5.490 -6.719 0.35
H -2.522 -6.134 -6.273 0.31
H -3.583 -3.325 -5.678 0.14
H -3.124 -4.536 -4.489 0.35
H -1.348 -2.593 -5.298 0.29
H -0.775 -4.241 -4.933 0.39